Here is a cluster of 11 separate species, C40H70BF2N14O24S2Si in total from OMol25. Energies are from wB97M-V/def2-TZVPD.

Each line ends with the Löwdin charge.
CARTESIAN COORDINATES (ANGSTROEM)
C: -1.494 4.215 5.427  -0.08
C: -1.377 2.680 5.666  -0.23
N: -0.041 2.142 5.344  -0.23
C: 0.269 2.203 3.907  -0.23
C: 1.122 3.493 3.602  -0.06
C: 0.185 0.864 5.908  -1.06
S: 0.713 0.766 7.455  0.73
S: -0.085 -0.688 5.011  0.87
C: 1.590 -1.433 4.998  -0.45
C: 1.618 -2.860 4.406  -0.18
C: 2.115 -2.928 2.902  -0.10
C: 1.379 -1.837 2.118  -0.09
C: 0.006 -2.110 1.750  0.01
B: -0.737 -3.485 2.148  -0.46
C: -0.259 -4.883 1.529  0.00
O: -1.782 -3.466 3.048  0.13
C: -0.725 -1.181 1.021  -0.05
C: -2.172 -1.449 0.570  -0.16
C: -2.434 -1.639 -0.813  0.03
C: -3.815 -1.943 -1.098  -0.04
C: -4.678 -1.996 0.006  -0.17
N: -4.425 -1.776 1.292  0.09
C: -3.153 -1.501 1.582  -0.08
C: -0.081 0.101 0.668  -0.03
C: -0.735 1.135 -0.028  0.04
N: -0.154 2.324 -0.355  0.03
Si: -1.211 3.543 -1.214  0.56
C: -2.647 2.758 -2.116  -0.17
C: -1.954 4.700 0.098  -0.15
C: -0.310 4.647 -2.427  -0.16
C: 1.157 2.508 -0.013  -0.19
N: 1.836 3.760 -0.383  0.13
C: 2.395 4.424 0.779  -0.45
O: 1.794 5.328 1.269  0.19
F: 3.581 4.066 1.311  0.15
C: 2.832 3.417 -1.384  -0.43
O: 2.602 3.532 -2.544  0.19
F: 4.065 2.995 -1.030  0.15
C: 1.899 1.576 0.676  0.08
C: 1.298 0.321 1.060  -0.05
C: 2.065 -0.657 1.778  -0.11
C: 3.536 -0.427 2.144  -0.09
C: 4.412 -1.198 1.093  -0.23
O: 5.681 -0.559 1.023  -0.06
H: -1.792 4.342 4.363  0.07
H: -0.532 4.742 5.539  0.08
H: -2.271 4.687 6.040  0.06
H: -1.521 2.534 6.754  0.11
H: -2.189 2.132 5.138  0.12
H: -0.663 2.271 3.301  0.12
H: 0.892 1.354 3.570  0.07
H: 0.460 4.275 3.191  0.06
H: 1.573 3.912 4.519  0.09
H: 1.964 3.254 2.924  0.04
H: 1.915 -1.510 6.054  0.07
H: 2.278 -0.720 4.514  0.07
H: 0.648 -3.386 4.507  0.11
H: 2.361 -3.448 4.976  0.12
H: 1.899 -3.929 2.488  0.11
H: 3.209 -2.813 2.845  0.10
H: -1.050 -5.311 0.895  0.06
H: 0.669 -4.683 0.958  0.07
H: -0.023 -5.537 2.393  0.10
H: -2.375 -4.214 2.888  0.13
H: -1.667 -1.573 -1.589  0.13
H: -4.154 -2.148 -2.122  0.09
H: -5.725 -2.261 -0.229  0.11
H: -2.898 -1.335 2.636  0.13
H: -1.787 0.986 -0.305  0.12
H: -3.270 2.237 -1.359  0.03
H: -2.314 2.014 -2.863  0.05
H: -3.270 3.547 -2.568  0.06
H: -1.146 5.091 0.753  0.03
H: -2.533 5.522 -0.355  0.05
H: -2.620 4.111 0.759  0.04
H: 0.340 5.324 -1.845  0.04
H: 0.215 4.109 -3.228  0.01
H: -1.084 5.296 -2.887  0.06
H: 2.938 1.794 0.942  0.12
H: 3.751 0.651 2.104  0.11
H: 3.818 -0.832 3.126  0.12
H: 3.901 -1.289 0.114  0.11
H: 4.584 -2.215 1.507  0.12
H: 6.263 -1.047 0.425  0.10
C: 2.301 3.199 -6.003  0.05
N: 0.858 2.913 -5.817  -0.45
O: 0.511 1.751 -5.756  0.06
O: 0.121 3.877 -5.734  0.05
H: 2.843 2.261 -6.061  0.10
H: 2.407 3.764 -6.925  0.07
H: 2.626 3.782 -5.145  0.09
C: -2.653 -8.757 -0.729  0.04
N: -1.925 -8.191 0.440  -0.43
O: -1.037 -7.389 0.218  0.04
O: -2.269 -8.571 1.539  0.07
H: -2.241 -8.330 -1.636  0.08
H: -2.512 -9.835 -0.711  0.11
H: -3.700 -8.497 -0.620  0.09
C: 1.142 6.114 -9.539  0.05
N: 2.604 6.069 -9.264  -0.45
O: 2.961 5.640 -8.180  0.04
O: 3.338 6.463 -10.139  0.09
H: 0.613 5.733 -8.671  0.09
H: 0.877 7.151 -9.729  0.10
H: 0.954 5.494 -10.411  0.10
C: -6.717 0.748 -2.979  0.06
N: -5.581 -0.078 -3.468  -0.45
O: -4.492 0.435 -3.566  0.06
O: -5.828 -1.240 -3.726  0.06
H: -6.358 1.755 -2.790  0.09
H: -7.479 0.748 -3.753  0.11
H: -7.085 0.290 -2.064  0.10
C: 4.563 2.559 8.496  0.04
N: 4.551 1.136 8.932  -0.46
O: 5.535 0.466 8.691  0.06
O: 3.553 0.750 9.499  0.04
H: 5.510 2.764 8.007  0.09
H: 3.732 2.696 7.809  0.09
H: 4.444 3.174 9.384  0.10
C: 3.743 -1.221 -3.327  0.05
N: 3.409 -2.633 -2.993  -0.45
O: 3.998 -3.145 -2.058  0.04
O: 2.573 -3.174 -3.679  0.09
H: 4.502 -0.869 -2.635  0.09
H: 4.114 -1.205 -4.349  0.10
H: 2.831 -0.637 -3.232  0.10
C: 6.142 -4.191 -4.077  0.04
N: 7.591 -3.864 -4.160  -0.45
O: 8.121 -3.415 -3.162  0.06
O: 8.139 -4.069 -5.220  0.07
H: 5.791 -3.958 -3.080  0.06
H: 5.628 -3.587 -4.821  0.10
H: 6.031 -5.251 -4.288  0.11
C: -2.192 8.911 5.598  0.05
N: -2.527 7.501 5.935  -0.44
O: -1.934 6.990 6.862  0.06
O: -3.375 6.962 5.255  0.06
H: -1.426 9.259 6.283  0.10
H: -1.831 8.926 4.573  0.10
H: -3.101 9.497 5.703  0.10
C: -5.330 -5.510 -1.705  0.06
N: -4.235 -6.357 -2.245  -0.44
O: -3.140 -5.849 -2.369  0.07
O: -4.520 -7.505 -2.523  0.04
H: -4.935 -4.521 -1.502  0.06
H: -6.112 -5.469 -2.460  0.11
H: -5.688 -5.980 -0.791  0.11
C: -3.888 -7.566 -6.617  0.05
N: -5.159 -7.226 -5.925  -0.45
O: -5.999 -8.092 -5.841  0.08
O: -5.260 -6.092 -5.491  0.04
H: -3.939 -8.598 -6.948  0.10
H: -3.785 -6.893 -7.464  0.10
H: -3.080 -7.427 -5.903  0.10

Electronic energy   -148243.52558 eV
Total charge   +1
LUMO   -4.1726 eV
HOMO level   -10.1 eV